Below is a 16-piece molecular cluster, C82H212N16O25 overall, with properties calculated with wB97M-V/def2-TZVPD.

Geometry as XYZ:
```
335
Properties=species:S:1:pos:R:3
C 2.224 -4.689 -1.047
O 1.483 -3.596 -1.528
C 1.540 -3.479 -2.917
C 0.575 -2.321 -3.410
N 0.538 -2.049 -4.820
C 1.565 -1.140 -5.345
C 1.449 -0.811 -6.819
O 0.341 0.044 -6.855
C -0.778 -0.408 -7.543
H 3.287 -4.660 -1.286
H 1.830 -5.587 -1.523
H 2.103 -4.771 0.033
H 1.326 -4.427 -3.409
H 2.544 -3.322 -3.312
H 0.713 -1.378 -2.881
H -0.428 -2.703 -3.216
H -0.339 -1.679 -5.156
H 2.511 -1.602 -5.064
H 1.545 -0.213 -4.773
H 1.312 -1.659 -7.490
H 2.281 -0.182 -7.138
H -1.536 0.374 -7.503
H -1.188 -1.303 -7.075
H -0.468 -0.626 -8.565
C 4.580 -0.283 2.884
O 4.891 1.069 3.346
C 6.261 1.235 3.508
C 6.625 2.574 4.141
N 6.033 2.751 5.432
C 6.212 4.076 6.010
C 7.641 4.541 6.293
O 7.964 5.787 5.749
C 9.205 6.267 6.131
H 4.710 -1.012 3.684
H 5.290 -0.561 2.105
H 3.533 -0.320 2.582
H 6.707 1.126 2.519
H 6.703 0.415 4.073
H 6.098 3.322 3.550
H 7.705 2.688 4.234
H 5.045 2.603 5.283
H 5.757 4.225 6.989
H 5.774 4.828 5.353
H 8.315 3.804 5.855
H 7.811 4.415 7.362
H 9.649 6.866 5.336
H 9.962 5.506 6.319
H 9.115 6.986 6.944
C -4.035 9.650 -4.255
O -3.513 8.566 -3.509
C -2.340 8.860 -2.776
C -1.576 7.575 -2.273
N -0.183 7.739 -2.644
C 0.394 6.371 -2.463
C 1.888 6.466 -2.585
O 2.440 7.148 -1.426
C 3.791 7.613 -1.550
H -3.994 10.551 -3.642
H -5.085 9.470 -4.483
H -3.521 9.803 -5.204
H -2.592 9.476 -1.913
H -1.713 9.575 -3.309
H -1.993 6.729 -2.820
H -1.706 7.528 -1.192
H 0.215 8.372 -1.964
H -0.034 5.807 -3.292
H 0.078 5.829 -1.572
H 2.081 6.972 -3.531
H 2.244 5.441 -2.483
H 3.889 8.096 -2.522
H 4.545 6.828 -1.482
H 4.123 8.298 -0.769
C 5.600 -7.578 2.527
O 5.539 -6.713 3.665
C 4.447 -6.874 4.572
C 4.701 -5.946 5.830
N 4.161 -4.609 5.540
C 4.045 -3.759 6.790
C 3.068 -2.629 6.511
O 1.813 -3.122 5.980
C 0.802 -2.094 5.856
H 6.463 -7.486 1.869
H 4.738 -7.343 1.903
H 5.772 -8.619 2.804
H 4.258 -7.860 4.997
H 3.515 -6.745 4.022
H 5.741 -5.902 6.155
H 4.248 -6.453 6.682
H 3.176 -4.587 5.319
H 5.018 -3.481 7.195
H 3.593 -4.386 7.558
H 3.485 -1.888 5.829
H 2.866 -2.129 7.458
H 1.084 -1.244 5.235
H 0.514 -1.693 6.827
H -0.077 -2.564 5.415
C -0.350 2.723 2.255
O 0.847 3.473 1.998
C 1.757 2.876 1.098
C 3.056 3.659 1.126
N 4.111 2.999 0.318
C 5.078 3.843 -0.410
C 6.109 4.462 0.512
O 6.846 3.448 1.252
C 7.849 2.674 0.570
H -0.064 1.763 2.685
H -0.883 2.552 1.319
H -1.048 3.156 2.971
H 1.215 2.818 0.154
H 1.839 1.808 1.299
H 3.319 3.873 2.162
H 2.942 4.695 0.807
H 4.579 2.225 0.766
H 4.662 4.625 -1.045
H 5.590 3.145 -1.073
H 5.639 5.145 1.220
H 6.806 5.107 -0.023
H 8.372 2.091 1.328
H 8.604 3.324 0.129
H 7.420 1.994 -0.167
C -1.783 -5.197 -0.680
O -2.357 -6.308 0.017
C -2.298 -7.488 -0.753
C -2.759 -8.607 0.124
N -2.494 -9.892 -0.542
C -2.910 -11.006 0.277
C -2.695 -12.386 -0.377
O -3.627 -12.543 -1.461
C -3.481 -13.857 -2.013
H -1.780 -4.280 -0.091
H -2.409 -4.928 -1.531
H -0.762 -5.327 -1.037
H -1.380 -7.862 -1.205
H -2.996 -7.378 -1.582
H -3.845 -8.599 0.222
H -2.311 -8.584 1.118
H -2.770 -9.980 -1.510
H -3.997 -10.986 0.362
H -2.491 -11.020 1.283
H -2.689 -13.168 0.382
H -1.729 -12.474 -0.875
H -3.303 -14.688 -1.330
H -2.797 -13.928 -2.859
H -4.414 -14.140 -2.501
C -7.782 -6.379 -4.295
O -6.591 -5.596 -3.979
C -6.005 -6.107 -2.781
C -5.146 -4.953 -2.122
N -5.928 -3.810 -1.891
C -5.051 -2.623 -1.600
C -5.822 -1.299 -1.467
O -5.978 -0.782 -2.769
C -6.694 0.460 -2.776
H -8.519 -6.243 -3.503
H -7.626 -7.454 -4.390
H -8.209 -6.040 -5.239
H -5.450 -7.008 -3.045
H -6.723 -6.316 -1.988
H -4.363 -4.717 -2.842
H -4.720 -5.277 -1.172
H -6.450 -3.718 -2.751
H -4.203 -2.494 -2.273
H -4.434 -2.864 -0.735
H -5.230 -0.624 -0.849
H -6.734 -1.505 -0.907
H -6.081 1.235 -2.315
H -7.721 0.500 -2.412
H -6.725 0.811 -3.807
C 0.570 -1.227 2.161
O -0.246 -0.368 1.287
C -1.091 -1.197 0.438
C -1.747 -0.394 -0.672
N -2.731 0.506 -0.128
C -3.181 1.509 -1.046
C -2.105 2.612 -1.481
O -2.085 3.597 -0.436
C -3.063 4.631 -0.558
H -0.127 -1.837 2.736
H 1.342 -0.758 2.771
H 1.137 -1.884 1.502
H -1.815 -1.727 1.057
H -0.492 -1.948 -0.077
H -2.174 -1.030 -1.448
H -0.899 0.107 -1.138
H -2.262 0.951 0.649
H -4.128 1.962 -0.752
H -3.495 0.945 -1.925
H -2.314 3.004 -2.477
H -1.135 2.125 -1.581
H -4.063 4.199 -0.521
H -2.820 5.253 -1.419
H -3.110 5.288 0.311
C 10.559 0.808 -4.937
O 9.972 0.588 -3.650
C 8.639 0.012 -3.738
C 8.029 -0.356 -2.361
N 6.545 -0.693 -2.424
C 5.689 0.254 -2.996
C 4.230 0.015 -2.573
O 4.084 0.170 -1.193
C 2.780 -0.135 -0.760
H 10.851 -0.109 -5.449
H 11.487 1.348 -4.752
H 9.967 1.427 -5.612
H 8.693 -0.865 -4.383
H 7.935 0.764 -4.096
H 8.177 0.452 -1.645
H 8.534 -1.166 -1.835
H 6.216 -0.795 -1.475
H 5.719 0.312 -4.084
H 6.034 1.215 -2.616
H 3.935 -1.024 -2.718
H 3.590 0.727 -3.094
H 2.739 -0.049 0.326
H 2.585 -1.199 -0.894
H 1.993 0.479 -1.198
C -8.772 4.228 0.341
C -7.604 4.086 -0.564
C -7.123 5.488 -1.102
O -6.193 5.367 -2.173
C -5.405 6.517 -2.355
N -6.574 3.266 0.087
H -9.029 3.263 0.776
H -9.642 4.649 -0.162
H -8.425 4.931 1.099
H -7.926 3.608 -1.489
H -6.825 6.124 -0.268
H -7.903 6.019 -1.648
H -4.699 6.333 -3.165
H -4.866 6.796 -1.449
H -6.073 7.336 -2.620
H -5.667 3.410 -0.334
H -6.422 3.831 0.910
C -2.964 -2.001 6.054
C -4.047 -1.996 5.005
C -3.654 -2.722 3.677
O -3.507 -4.130 3.848
C -3.172 -4.769 2.648
N -5.168 -2.587 5.601
H -2.145 -1.297 5.910
H -2.456 -2.965 6.022
H -3.317 -1.924 7.083
H -4.303 -0.946 4.867
H -2.656 -2.393 3.388
H -4.379 -2.598 2.872
H -3.761 -4.421 1.800
H -3.357 -5.809 2.915
H -2.142 -4.589 2.339
H -5.087 -3.589 5.505
H -5.915 -2.254 5.009
C -4.324 1.984 -5.231
C -4.006 3.143 -6.203
C -3.509 4.404 -5.524
O -3.149 5.292 -6.569
C -2.864 6.531 -6.059
N -2.951 2.586 -6.992
H -5.273 2.253 -4.767
H -3.531 1.820 -4.501
H -4.553 1.086 -5.805
H -4.766 3.439 -6.927
H -2.689 4.320 -4.811
H -4.389 4.720 -4.964
H -2.651 7.069 -6.983
H -1.939 6.513 -5.484
H -3.683 6.994 -5.510
H -2.413 3.400 -7.255
H -3.395 2.132 -7.777
C 3.265 0.888 6.458
C 2.347 1.575 5.418
C 0.991 2.145 5.942
O 0.149 1.129 6.465
C -1.241 1.572 6.749
N 3.059 2.617 4.636
H 3.696 1.650 7.108
H 4.070 0.279 6.047
H 2.727 0.243 7.152
H 2.077 0.768 4.738
H 0.600 2.765 5.136
H 1.175 2.815 6.782
H -1.780 0.771 7.255
H -1.709 1.763 5.784
H -1.263 2.427 7.425
H 2.349 2.875 3.965
H 3.806 2.234 4.073
C -6.180 3.749 3.811
C -5.062 4.499 3.109
C -4.070 3.445 2.497
O -3.409 2.640 3.469
C -3.366 1.224 3.253
N -5.630 5.338 2.061
H -6.423 2.884 3.192
H -7.007 4.368 4.159
H -5.793 3.247 4.697
H -4.453 5.026 3.842
H -3.310 4.064 2.021
H -4.448 2.899 1.633
H -2.933 0.780 4.149
H -2.727 1.120 2.376
H -4.363 0.805 3.115
H -6.092 6.102 2.533
H -4.843 5.694 1.538
C 1.277 2.627 -3.764
C -0.010 2.945 -4.486
C 0.333 3.528 -5.884
O 1.083 4.692 -5.803
C 1.740 5.063 -6.962
N -0.770 1.722 -4.659
H 1.776 1.826 -4.311
H 1.031 2.165 -2.807
H 1.860 3.537 -3.622
H -0.582 3.631 -3.862
H -0.598 3.760 -6.401
H 0.851 2.704 -6.376
H 2.360 4.286 -7.410
H 2.374 5.934 -6.798
H 1.081 5.300 -7.797
H -1.479 1.894 -5.357
H -0.182 1.020 -5.086
C 1.836 -9.164 2.825
C 0.570 -8.434 2.206
C 0.928 -6.961 1.984
O 1.182 -6.260 3.198
C 1.419 -4.879 2.789
N 0.264 -9.005 0.930
H 2.263 -8.477 3.556
H 2.594 -9.357 2.066
H 1.629 -10.139 3.267
H -0.293 -8.457 2.871
H 0.069 -6.580 1.432
H 1.709 -6.912 1.225
H 0.507 -4.452 2.373
H 2.230 -4.650 2.098
H 1.694 -4.265 3.647
H -0.250 -9.867 1.049
H -0.407 -8.451 0.417
```

Properties
Spin multiplicity   1
Orbital gap   8.52 eV
LUMO level   0.5 eV



Below is a 3-piece molecular cluster, C3H6Cl2O3 overall, with properties calculated with wB97M-V/def2-TZVPD.

Geometry as XYZ:
```
14
Properties=species:S:1:pos:R:3
C 0.336 0.728 1.439
C 0.081 -0.486 1.082
C 2.393 -1.154 -1.092
O 0.420 1.777 0.634
O -0.101 -0.754 -0.268
O 2.415 -0.046 -1.687
Cl -4.441 -1.288 -1.068
Cl 3.409 -1.069 0.421
H 0.474 1.006 2.509
H -0.080 -1.267 1.859
H -3.146 -1.423 -0.777
H 0.215 1.512 -0.251
H -0.056 -1.666 -0.436
H 2.678 0.825 -1.218
```

Properties
Spin multiplicity   1
Orbital gap   9.05 eV
LUMO level   0.3 eV



Below is C27H60INNbO10S as an isolated structure, with properties calculated with wB97M-V/def2-TZVPD.

Geometry as XYZ:
```
101
Properties=species:S:1:pos:R:3
C -4.862 -1.076 3.385
C -3.562 -1.873 3.832
C -2.597 -2.217 2.610
C -1.105 -2.521 3.078
C -0.318 -3.599 2.198
Nb -0.427 -3.274 -0.057
I -0.576 -3.150 -2.865
C -0.028 -1.076 0.229
C 0.373 -0.339 -1.238
C 1.892 -0.714 -1.793
O 1.472 0.667 -1.173
N -0.880 -5.413 -0.225
C -2.174 -5.518 -0.288
S -3.747 -5.456 -0.852
H -5.504 -0.759 4.272
H -4.659 -0.157 2.761
H -5.524 -1.753 2.749
H -3.935 -2.833 4.328
H -3.030 -1.302 4.666
H -2.542 -1.282 1.956
H -3.049 -3.068 2.015
H -0.526 -1.550 3.237
H -1.194 -2.974 4.128
H 0.780 -3.526 2.513
H -0.706 -4.645 2.437
H -2.257 -3.049 -0.024
H 1.372 -3.668 -0.106
H -0.869 -0.454 0.657
H 0.952 -0.873 0.784
H -0.480 -0.211 -2.034
H 1.505 -0.894 -2.830
H 2.219 -1.478 -1.039
C 2.416 7.438 -1.596
O 3.416 6.679 -0.943
C 3.455 6.864 0.464
C 3.509 5.532 1.214
O 2.351 4.710 1.116
C 2.034 4.150 -0.161
C 3.031 3.140 -0.718
O 4.270 3.757 -1.062
C 5.412 3.060 -0.604
H 2.810 8.418 -1.874
H 2.128 6.903 -2.504
H 1.517 7.549 -0.981
H 2.599 7.445 0.823
H 4.369 7.424 0.691
H 3.608 5.766 2.279
H 4.404 4.966 0.957
H 1.820 4.938 -0.882
H 1.087 3.621 -0.015
H 2.621 2.707 -1.634
H 3.171 2.332 0.006
H 5.237 2.565 0.356
H 6.215 3.786 -0.465
H 5.726 2.326 -1.354
C 5.248 -2.759 -2.295
O 4.826 -3.964 -1.682
C 3.972 -4.759 -2.493
C 4.419 -6.219 -2.523
O 5.671 -6.481 -3.160
C 6.852 -5.973 -2.543
C 7.204 -6.560 -1.180
O 6.268 -6.178 -0.182
C 5.825 -7.239 0.641
H 4.534 -1.961 -2.085
H 6.217 -2.488 -1.869
H 5.383 -2.875 -3.376
H 3.911 -4.378 -3.518
H 2.971 -4.713 -2.051
H 3.677 -6.773 -3.105
H 4.396 -6.662 -1.527
H 6.830 -4.884 -2.513
H 7.667 -6.232 -3.227
H 8.183 -6.175 -0.870
H 7.278 -7.651 -1.263
H 5.760 -8.186 0.096
H 4.825 -6.990 1.000
H 6.493 -7.347 1.503
C -4.707 1.919 -0.190
O -5.613 2.565 0.691
C -5.223 3.876 1.062
C -6.371 4.875 0.918
O -6.819 5.126 -0.413
C -7.456 4.060 -1.114
C -8.791 3.587 -0.549
O -8.636 2.944 0.709
C -9.556 3.363 1.697
H -3.948 1.383 0.382
H -5.274 1.200 -0.786
H -4.237 2.624 -0.883
H -4.364 4.227 0.479
H -4.928 3.840 2.117
H -6.009 5.840 1.288
H -7.210 4.613 1.562
H -6.767 3.229 -1.255
H -7.651 4.453 -2.117
H -9.226 2.852 -1.236
H -9.479 4.438 -0.481
H -9.816 4.421 1.598
H -9.088 3.224 2.672
H -10.461 2.747 1.649
```

Properties
Spin multiplicity   1
Orbital gap   6.79 eV
LUMO level   1.6 eV
Net charge   -1



Below is a 2-piece molecular cluster, C4H6O overall, with properties calculated with wB97M-V/def2-TZVPD.

Geometry as XYZ:
```
11
Properties=species:S:1:pos:R:3
C 1.507 0.808 0.137
C -2.043 -0.937 0.088
C 1.240 -0.537 -0.380
C -2.407 0.197 0.264
O 1.016 -1.484 0.343
H 0.522 1.149 -0.040
H 1.642 0.753 1.192
H -2.054 -1.994 0.185
H 2.093 1.413 -0.585
H 0.935 -0.548 -1.480
H -2.451 1.179 0.275
```

Properties
Spin multiplicity   1
Orbital gap   10.86 eV
LUMO level   1.0 eV
Structure (SMILES)   CC=O.C#C



Below is an isolated ion of composition C4H8N and charge +1, with properties calculated with wB97M-V/def2-TZVPD.

Geometry as XYZ:
```
13
Properties=species:S:1:pos:R:3
C -1.312 -0.387 -0.054
C -2.034 0.665 0.128
C -0.267 -1.379 -0.237
C 0.701 -0.512 0.601
N 1.462 0.454 -0.225
H -1.791 1.517 0.677
H -3.196 0.482 -0.163
H -0.348 -2.447 0.244
H 0.172 -1.455 -1.187
H 0.367 -0.365 1.548
H 0.911 1.323 -0.231
H 1.306 -0.006 -1.126
H 2.432 0.377 0.158
```

Properties
Spin multiplicity   1
Orbital gap (spin up / spin down)   8.67 / 8.67 eV
LUMO level (spin up / spin down)   -4.1 / -4.1 eV
Net charge   +1



Below is one molecule with the formula C3H8S, with properties calculated with wB97M-V/def2-TZVPD.

Geometry as XYZ:
```
12
Properties=species:S:1:pos:R:3
C -0.283 0.641 1.002
C 0.494 -0.433 0.390
C 0.020 -0.930 -0.961
H -0.093 0.725 2.230
H -1.483 0.786 0.779
H 0.113 1.805 0.767
H 1.586 -0.135 0.367
H 0.600 -1.359 1.030
H 0.844 -1.457 -1.429
H -0.991 -1.622 -1.062
H -0.802 1.303 -1.099
S -0.005 0.675 -2.015
```

Properties
Spin multiplicity   1
Orbital gap   9.92 eV
LUMO level   1.0 eV
Structure (SMILES)   CCCS



Q: spin multiplicity of number 2 (C3H6Cl2O3)?
A: 1